1.
ORCA calculation (wB97M-V/def2-TZVPD) on C3H7N3O2 as an isolated structure at a distorted geometry.

Last column: Mulliken charge in e.
Positions of all 15 atoms, in Å:
1 C 0.849 -1.494 0.205  0.071
2 C -1.063 -0.250 -0.932  -0.333
3 C -0.858 1.375 -1.022  0.509
4 H 0.994 -1.055 3.516  0.291
5 H 2.322 -0.483 2.225  0.262
6 H 1.818 -2.100 -0.107  0.303
7 H -0.060 -2.209 -1.371  0.359
8 H -1.570 -0.055 -0.009  0.291
9 H -1.713 -0.612 -1.814  0.325
10 H 0.475 0.884 0.560  0.404
11 N 1.538 -1.336 2.466  -0.663
12 N 0.555 -0.845 1.413  -0.416
13 N 0.316 -1.009 -0.837  -0.329
14 O 0.157 1.676 -0.069  -0.525
15 O -1.744 2.096 -1.654  -0.548

Summary:
Relative energy (zero: lowest compared OMol25 entry of this formula, charge and spin): 188.4 kcal per mole
Frontier orbital gap: 8.93 eV
LUMO: -0.289 eV
HOMO level: -0.3389 Ha

2.
ORCA calculation (wB97M-V/def2-TZVPD) on C24H33BCoN11O4S as an isolated structure at a distorted geometry.

Last column: Mulliken charge in e.
Positions of all 75 atoms, in Å:
1 Co -0.464 -2.827 0.322  0.089
2 C 2.852 -3.767 -0.593  -1.407
3 C 2.531 -2.466 0.049  0.483
4 C 3.373 -1.378 0.328  -1.428
5 C 2.583 -0.435 0.935  -0.123
6 N 1.321 -0.917 1.028  1.885
7 N 1.307 -2.171 0.476  -0.939
8 B 0.112 -0.447 1.833  0.632
9 N -2.622 -0.940 0.791  1.500
10 C -3.861 -0.437 0.167  -0.219
11 C -4.490 -1.458 -0.395  -0.966
12 C -3.669 -2.649 -0.172  0.704
13 C -4.002 -4.012 -0.618  -1.293
14 N -2.596 -2.372 0.499  -0.728
15 N -0.348 -1.545 2.765  0.381
16 C -0.226 -1.680 4.114  0.013
17 C -0.390 -3.000 4.442  -1.533
18 C -0.591 -3.675 3.228  0.476
19 C -0.802 -5.125 2.977  -1.414
20 N -0.566 -2.785 2.239  -0.314
21 N 0.185 0.908 2.373  1.101
22 C -0.310 1.521 3.501  0.030
23 C -0.079 2.856 3.385  -1.638
24 C 0.515 3.029 2.108  0.815
25 C 0.915 4.295 1.457  -1.455
26 N 0.644 1.854 1.496  -0.912
27 H 3.163 -3.626 -1.627  0.323
28 H 1.999 -4.447 -0.572  0.275
29 H 3.679 -4.247 -0.070  0.390
30 H 4.425 -1.310 0.127  0.549
31 H 2.828 0.534 1.330  0.685
32 H -4.137 0.593 0.319  0.670
33 H -5.441 -1.436 -0.900  0.569
34 H -4.904 -4.337 -0.091  0.376
35 H -3.202 -4.720 -0.417  0.320
36 H -4.250 -4.009 -1.680  0.399
37 H 0.006 -0.846 4.747  0.536
38 H -0.353 -3.434 5.423  0.531
39 H -0.891 -5.664 3.916  0.416
40 H 0.039 -5.552 2.429  0.297
41 H -1.715 -5.294 2.405  0.287
42 H -0.776 0.973 4.295  0.614
43 H -0.312 3.622 4.101  0.533
44 H 1.491 4.912 2.150  0.461
45 H 0.028 4.875 1.185  0.255
46 H 1.491 4.116 0.556  0.358
47 C 2.973 3.818 -5.024  -1.133
48 C 2.933 4.346 -3.603  -0.457
49 S 1.361 4.120 -2.807  1.119
50 O 0.294 4.566 -3.658  -0.661
51 O 1.430 4.577 -1.446  -0.636
52 C 1.097 2.316 -2.661  -0.806
53 C -0.361 2.217 -2.213  -1.234
54 N -0.650 1.040 -1.342  0.505
55 C -0.344 -0.307 -1.663  -0.115
56 N -0.778 -1.090 -0.725  -0.745
57 C -1.294 -0.327 0.348  1.147
58 C -1.281 1.021 -0.171  -0.529
59 N -1.926 2.133 0.538  1.412
60 O -1.880 3.247 0.102  -0.599
61 O -2.625 1.705 1.451  -0.606
62 C 0.391 -0.705 -2.878  -1.872
63 H 3.873 4.190 -5.514  0.392
64 H 2.114 4.170 -5.593  0.350
65 H 3.014 2.730 -5.057  0.265
66 H 3.052 5.432 -3.567  0.463
67 H 3.675 3.901 -2.940  0.378
68 H 1.789 1.957 -1.901  0.482
69 H 1.285 1.849 -3.623  0.575
70 H -1.055 2.169 -3.053  0.367
71 H -0.615 3.090 -1.610  0.497
72 H -2.693 -0.820 1.813  0.601
73 H 1.436 -0.404 -2.811  0.342
74 H -0.041 -0.236 -3.763  0.469
75 H 0.341 -1.786 -2.987  0.446

Summary:
Relative energy (zero: lowest compared OMol25 entry of this formula, charge and spin): 0.0 kcal per mole
2S+1: 2
Frontier orbital gap (spin up / spin down): 6.26 / 6.27 eV
LUMO (spin up / spin down): -11.057 / -11.051 eV
Total charge: +3
HOMO level (spin up / spin down): -0.6365 / -0.6364 Ha

3.
ORCA calculation (wB97M-V/def2-TZVPD) on a 3-piece molecular cluster, C2H8N4O overall at a distorted geometry.

Last column: Mulliken charge in e.
Positions of all 15 atoms, in Å:
1 C -10.049 -0.057 0.845  0.641
2 C 7.457 0.162 -0.710  -0.609
3 N -9.618 0.888 0.278  -0.407
4 N 8.316 0.047 1.399  -0.501
5 N -7.810 -0.468 -1.093  -0.097
6 N 8.168 -0.470 0.341  0.480
7 O -10.341 -0.852 1.587  -0.161
8 H 7.662 -0.363 -1.637  0.322
9 H 6.411 0.237 -0.608  0.320
10 H 7.739 1.229 -0.819  0.302
11 H -9.904 1.592 -0.355  0.325
12 H 8.718 -0.468 2.224  0.332
13 H -7.468 -0.493 -0.120  0.358
14 H -7.856 0.445 -1.497  0.343
15 H 8.574 -1.427 0.166  0.353

Summary:
Relative energy (zero: lowest compared OMol25 entry of this formula, charge and spin): 112.3 kcal per mole
Frontier orbital gap (spin up / spin down): 6.88 / 6.88 eV
LUMO (spin up / spin down): -11.553 / -11.547 eV
Total charge: +2
HOMO level (spin up / spin down): -0.6773 / -0.6773 Ha

4.
ORCA calculation (wB97M-V/def2-TZVPD) on a 2-piece molecular cluster, C3H2O2S overall at a distorted geometry.

Last column: Mulliken charge in e.
Positions of all 8 atoms, in Å:
1 C 0.926 1.221 -0.092  -0.415
2 C 0.070 0.994 -1.021  0.174
3 S -1.015 0.660 -2.095  -0.307
4 H 0.798 1.872 0.767  0.274
5 H 1.818 0.577 0.105  0.262
6 O 0.189 -2.182 0.632  -0.352
7 C -0.861 -1.760 0.785  0.699
8 O -1.925 -1.382 0.919  -0.335

Summary:
Structure (SMILES): C=C=S.O=C=O
Relative energy (zero: lowest compared OMol25 entry of this formula, charge and spin): 3.3 kcal per mole
Frontier orbital gap: 8.57 eV
LUMO: -0.295 eV
HOMO level: -0.3258 Ha